Version A
9
Properties=species:S:1:pos:R:3 method="wB97M-V/def2-TZVPD" multiplicity=1 homo_ev=-9.1 charge=0
S -2.5241 -0.6061 0.0259
C -1.1125 0.0776 0.5285
S -0.2908 1.3270 -0.4275
C 1.4866 1.2109 0.3752
N 2.2292 0.1899 0.2564
S 1.6210 -1.3393 -0.1862
H -0.7834 -0.1205 1.6782
H 1.6972 2.0376 0.8904
H 0.3407 -1.0837 -0.3816

=====

Version B
9
Properties=species:S:1:pos:R:3 method="wB97M-V/def2-TZVPD" multiplicity=1 homo_ev=-8.8 charge=0
C -0.6201 0.3943 -0.3428
C -0.6051 -0.9634 -0.8670
H 1.2569 1.6067 2.4684
H -1.3585 1.2862 -0.7006
H 1.3299 -1.3453 0.2576
N 0.2811 0.4653 0.5914
S 0.7579 2.0483 1.1934
S 0.4398 -2.1566 -0.3848
S -1.4819 -1.3354 -2.2155

=====

Need the numbers? Relative energies in kcal/mol: version A 9.4; version B 0.0.

=====

Version A
10
Properties=species:S:1:pos:R:3 method="wB97M-V/def2-TZVPD" multiplicity=1 homo_ev=-3.2 charge=-1
C -0.2927 1.1888 -0.9780
O -1.3266 -0.7645 0.5204
O 1.5206 -1.1442 1.3633
P -0.9104 0.7236 0.7489
P 0.4900 -2.1713 1.1771
H -1.0834 1.5301 -1.6198
H 0.2493 0.3559 -1.3167
H 0.2838 2.1571 -0.7132
H 0.3726 0.4547 1.1887
H 0.6968 -2.3303 -0.3708

=====

Version B
10
Properties=species:S:1:pos:R:3 method="wB97M-V/def2-TZVPD" multiplicity=1 smiles="CP[P@@H](=O)[O-]" homo_ev=-4.2 charge=-1
C -1.2866 -0.1996 -0.6952
P 0.5335 -0.3701 -1.1432
P 1.2204 0.5512 0.7782
O 2.6621 0.3625 1.0778
O 0.5222 1.8564 0.9276
H -1.5632 0.7314 -1.1339
H -1.7789 -0.1754 0.3845
H -1.9493 -0.7993 -1.2223
H 1.0804 -1.6282 -0.6637
H 0.5593 -0.3288 1.6903

=====

Need the numbers? Relative energies in kcal/mol: version A 40.5; version B 0.0.

=====

Version A
24
Properties=species:S:1:pos:R:3 method="wB97M-V/def2-TZVPD" multiplicity=1 smiles="O=c1cc[nH]c(=O)[nH]1.c1ccccc1" homo_ev=-9.4 charge=0
O 0.9028 6.0171 -1.2138
C 1.3499 4.9293 -1.0354
C 0.5206 3.8387 -0.5010
C 1.2773 2.7017 -0.3889
N 2.5591 2.5995 -0.3374
C 3.4564 3.5243 -0.8595
O 4.6452 3.3440 -0.8933
N 2.7083 4.6938 -1.2215
H -0.6323 3.7622 -0.4458
H 0.6770 1.6533 -0.4429
H 2.9639 1.7444 0.2015
H 3.1254 5.5900 -1.4009
C -1.9170 -2.4251 1.0692
C -0.9944 -2.9052 0.1385
C -1.1531 -4.2349 -0.4162
C -2.3026 -4.9365 0.0743
C -3.0779 -4.5165 1.1542
C -2.8510 -3.2145 1.7048
H -1.7242 -1.4676 1.5106
H -0.0918 -2.0816 0.0589
H -0.4715 -4.7919 -0.9634
H -1.9865 -5.9438 -0.1985
H -3.7419 -5.1656 1.7503
H -3.2418 -2.7151 2.6560

=====

Version B
24
Properties=species:S:1:pos:R:3 method="wB97M-V/def2-TZVPD" multiplicity=1 smiles="O=c1cc[nH]c(=O)[nH]1.c1ccccc1" homo_ev=-9.1 charge=0
O 2.0448 0.6602 -0.1085
C 3.2595 0.4136 -0.2432
C 4.1217 0.5624 0.8688
C 5.3277 0.0387 0.9515
N 5.8208 -0.6189 -0.1829
C 5.0239 -0.9837 -1.2363
O 5.1457 -2.0004 -2.0412
N 3.8441 -0.3252 -1.1965
H 3.5890 0.6010 2.0358
H 5.8521 0.0177 1.8377
H 6.7825 -1.0480 -0.4015
H 3.0271 -0.6899 -1.8149
C -3.3757 0.8385 0.7666
C -3.2473 -0.2132 -0.1235
C -4.2915 -0.7961 -0.8227
C -5.5736 -0.2431 -0.6266
C -5.7763 0.8212 0.2996
C -4.6320 1.3971 1.0033
H -2.4262 1.1336 1.1933
H -2.2287 -0.5640 -0.0711
H -4.0571 -1.8447 -1.2620
H -6.4915 -0.6585 -1.1361
H -6.8342 1.2034 0.6627
H -4.9047 2.2984 1.6477

=====

Need the numbers? Relative energies in kcal/mol: version A 0.0; version B 1.8.

=====

Version A
17
Properties=species:S:1:pos:R:3 method="wB97M-V/def2-TZVPD" multiplicity=1 homo_ev="-12.4 / -13.1" charge=+1
C -0.3707 -1.4570 1.5294
C -1.5810 -1.1647 -0.3532
C 0.6122 -0.4524 1.2000
C -0.0351 0.5346 0.3788
C 1.3827 1.0065 -1.8042
N -1.3196 -1.7954 0.7437
N -1.1106 0.0943 -0.5019
O -0.0298 1.7994 0.7880
H -0.2728 -1.9803 2.4839
H -1.9406 -1.7558 -1.1313
H 1.0303 -0.0890 2.1099
H 1.5064 -1.0112 0.7400
H 1.5223 2.0924 -1.5434
H 0.7357 0.6339 -2.5669
H 2.1618 0.3269 -1.5195
H -1.6349 0.9160 -0.8211
H -0.6562 2.3019 0.2679

=====

Version B
17
Properties=species:S:1:pos:R:3 method="wB97M-V/def2-TZVPD" multiplicity=1 homo_ev=-12.9 charge=+1
C 0.6028 -0.3478 -0.5342
C -1.5519 0.8587 -0.1537
C -0.7501 -0.3335 -0.7111
C -1.8145 -0.4139 0.4946
C -3.1068 -1.0945 0.3211
N 1.7506 -0.2814 -0.3708
N 3.9339 0.9727 0.2339
O -1.7234 1.9635 -0.3809
H -1.1715 -0.7112 -1.7734
H -1.3617 -0.4537 1.4947
H -3.0321 -2.2186 0.1105
H -3.7395 -0.8902 -0.5095
H -3.6389 -1.0563 1.2020
H 3.1064 0.4207 -0.1048
H 4.5666 0.5699 0.9292
H 3.5223 1.9118 0.4980
H 4.4079 1.1041 -0.7455

=====

Version C
17
Properties=species:S:1:pos:R:3 method="wB97M-V/def2-TZVPD" multiplicity=1 homo_ev="-12.9 / -12.1" charge=+1
C 0.4650 1.3460 -0.0485
C -2.1700 0.8090 -0.3916
C 0.7602 -0.0239 -0.3733
C -1.8312 -0.5975 -0.3177
C 1.9203 -0.6936 0.3388
N 1.0834 2.3276 0.2681
N -0.4949 -0.9118 0.1957
O -2.6144 0.0514 0.6660
H -2.8032 1.3449 -1.2726
H 0.9941 -0.2125 -1.4871
H -2.2018 -1.3819 -0.8446
H 2.0891 -0.5708 1.3674
H 2.9043 -0.3016 -0.0529
H 2.0739 -1.7744 0.1880
H 0.6814 3.2591 0.3665
H -0.2270 -1.9363 0.2504
H -0.6292 -0.7338 1.1474

=====

Version D
17
Properties=species:S:1:pos:R:3 method="wB97M-V/def2-TZVPD" multiplicity=1 homo_ev=-12.9 charge=+1
C -2.9890 0.3943 0.4271
C -1.6864 0.6696 1.0410
C -2.7891 -0.3885 -0.6361
C -0.8021 0.1876 0.2166
C 1.1571 0.3372 0.2636
N 1.8651 0.3826 -0.8695
N 1.4041 -1.0882 0.9927
O -1.4257 -0.4244 -0.8128
H -3.9477 0.5371 0.8697
H -1.4416 1.1628 1.9377
H -3.1008 -0.6654 -1.6268
H 1.4089 1.0768 0.9675
H 2.5133 1.1254 -1.1063
H 1.6871 -0.1679 -1.7804
H 1.0437 -0.9815 1.9151
H 2.3931 -1.3831 1.0618
H 0.7935 -1.7371 0.5270

=====

Need the numbers? Relative energies in kcal/mol: version A 52.9; version B 0.0; version C 93.9; version D 14.6.